1.
This record from OMol25 describes 4 unconnected molecules or ions with the total composition C26H32N4O9P. The level of theory is ωB97M-V with the def2-TZVPD basis set.

```
72
C26H32N4O9P, DFT ωB97M-V with the def2-TZVPD basis set
C 3.9369 -4.1070 0.0892
N 2.9376 -3.0703 -0.1492
C 3.1466 -2.3764 -1.4231
C 2.7663 -2.1767 0.9427
O 1.7342 -2.1063 1.5458
C 3.9164 -1.2432 1.3511
C 4.9419 -1.8419 2.3217
C 6.3964 -1.4207 1.9890
O 6.6641 -1.6994 0.6463
N 6.6329 -0.0128 2.1936
C 6.2954 0.4142 3.5412
C 4.8747 0.0451 3.9492
N 4.6923 -1.4324 3.7712
P 3.0591 -2.2837 4.4447
N 3.7211 -3.2780 5.6311
O 2.4872 -1.0656 5.3066
H 3.8563 -4.4754 1.1149
H 4.9674 -3.7765 -0.1092
H 3.7243 -4.9513 -0.5672
H 4.0252 -1.7165 -1.4318
H 2.2593 -1.8101 -1.6967
H 3.3007 -3.1330 -2.1916
H 4.4609 -0.9166 0.4634
H 3.4285 -0.3684 1.7768
H 4.8857 -2.9337 2.3212
H 7.0678 -1.9665 2.6691
H 7.1684 -2.5134 0.5508
H 6.1480 0.5334 1.4881
H 7.0083 -0.0489 4.2353
H 6.4357 1.4909 3.6284
H 4.1422 0.5495 3.3245
H 4.6673 0.3072 4.9848
H 5.4605 -1.8565 4.2968
H 4.3543 -2.8698 6.3129
H 4.1516 -4.1198 5.2580
H 2.9022 -0.8166 6.1417
C 0.7321 1.5301 -3.4742
C -0.3754 2.2534 -3.6061
C -1.6106 1.6681 -4.1927
O -2.6217 2.3255 -4.2963
C -1.5604 0.2488 -4.6362
C -0.4464 -0.4677 -4.5061
C 0.7807 0.1123 -3.9095
O 1.7919 -0.5493 -3.7805
H 1.6457 1.9302 -3.0526
H -0.4419 3.2888 -3.2973
H -2.4681 -0.1574 -5.0695
H -0.3786 -1.5005 -4.8237
C -7.3903 -0.9947 -2.5193
C -6.7741 -1.2912 -3.6603
C -5.4094 -0.7816 -3.9474
O -4.8358 -1.0628 -4.9802
C -4.7643 0.0786 -2.9278
C -5.3730 0.3716 -1.7822
C -6.7336 -0.1474 -1.4911
O -7.2908 0.1214 -0.4463
H -8.3834 -1.3525 -2.2790
H -7.2230 -1.9102 -4.4265
H -3.7834 0.4529 -3.1776
H -4.9334 1.0049 -1.0212
C -5.7893 5.3629 0.5842
C -6.8513 6.1539 0.7032
C -8.2126 5.6767 0.3412
O -9.1775 6.3999 0.4479
C -8.3398 4.2824 -0.1542
C -7.2785 3.4895 -0.2701
C -5.9202 3.9713 0.0848
O -4.9452 3.2554 -0.0304
H -4.7874 5.6854 0.8372
H -6.7867 7.1733 1.0618
H -9.3417 3.9588 -0.4064
H -7.3403 2.4666 -0.6173
```

Output
charge: +1
lowest unoccupied orbital energy: -3.06 eV
orbital gap: 8.19 eV

Partial charges, Mulliken, in e:
1. C -0.915
2. N 0.157
3. C -1.027
4. C -0.215
5. O -0.481
6. C -0.537
7. C 0.280
8. C -1.275
9. O -0.504
10. N -0.176
11. C -0.916
12. C -0.389
13. N -0.081
14. P 0.485
15. N -0.609
16. O -0.476
17. H 0.350
18. H 0.259
19. H 0.382
20. H 0.271
21. H 0.410
22. H 0.417
23. H 0.507
24. H 0.321
25. H 0.548
26. H 0.432
27. H 0.412
28. H 0.348
29. H 0.345
30. H 0.436
31. H 0.332
32. H 0.428
33. H 0.543
34. H 0.290
35. H 0.298
36. H 0.336
37. C -0.438
38. C -0.475
39. C 0.408
40. O -0.556
41. C -0.163
42. C -0.489
43. C 0.454
44. O -0.580
45. H 0.432
46. H 0.425
47. H 0.562
48. H 0.459
49. C -0.585
50. C -0.481
51. C 0.558
52. O -0.556
53. C 0.284
54. C -0.427
55. C 0.439
56. O -0.574
57. H 0.415
58. H 0.421
59. H -0.003
60. H 0.499
61. C -0.434
62. C -0.425
63. C 0.295
64. O -0.534
65. C -0.470
66. C 0.111
67. C 0.578
68. O -0.524
69. H 0.411
70. H 0.398
71. H 0.436
72. H 0.144


2.
This record from OMol25 describes C26H32N6OS in the gas phase. The level of theory is ωB97M-V with the def2-TZVPD basis set.

```
66
C26H32N6OS, DFT ωB97M-V with the def2-TZVPD basis set
O -2.3085 -3.3565 -1.2334
H -2.2802 -2.6693 -0.5364
C -1.0086 -3.4837 -1.7226
H -0.3466 -3.9523 -0.9779
H -1.0776 -4.1467 -2.5891
C -0.3894 -2.1394 -2.1551
N 0.4260 -1.5346 -1.1128
C -0.1811 -1.0668 0.0011
N -1.4020 -1.3154 0.3417
C -1.7425 -0.7373 1.5325
C -0.7541 -0.0246 2.1226
S 0.6881 -0.0556 1.1617
H -0.7647 0.5325 3.0357
C -3.1083 -0.9961 2.1057
N -3.1749 -2.1414 2.9942
C -2.4214 -1.9724 4.2208
C -2.7862 -3.0817 5.2036
C -2.4835 -4.4432 4.5879
C -3.2210 -4.5597 3.2587
C -2.8395 -3.3972 2.3472
H -3.3958 -3.4629 1.4098
H -1.7619 -3.4603 2.1117
H -4.2966 -4.5276 3.4374
H -2.9802 -5.5023 2.7646
H -2.7888 -5.2429 5.2653
H -1.4075 -4.5363 4.4188
H -3.8518 -3.0147 5.4274
H -2.2280 -2.9449 6.1315
H -2.6761 -0.9991 4.6490
H -1.3307 -1.9911 4.0392
H -3.8030 -1.1742 1.2807
H -3.4386 -0.1178 2.6667
C 1.7097 -0.9786 -1.4677
H 2.3246 -0.9544 -0.5620
C 1.5908 0.4417 -2.0408
H 1.3647 0.4068 -3.1084
H 0.7607 0.9476 -1.5403
C 2.8569 1.2705 -1.8029
N 2.6539 2.6306 -2.2218
C 2.9215 3.1439 -3.4686
C 3.6166 2.6481 -4.5602
C 3.7082 3.4643 -5.6694
C 3.1266 4.7339 -5.6959
C 2.4305 5.2337 -4.6164
C 2.3228 4.4260 -3.4897
N 1.6880 4.6485 -2.2973
C 1.8957 3.5821 -1.5777
C 1.3813 3.4165 -0.2181
C 0.0192 3.5670 0.0322
C -0.4352 3.4116 1.3310
N 0.3568 3.1375 2.3539
C 1.6514 3.0140 2.1187
C 2.2179 3.1401 0.8607
H 3.2862 3.0536 0.7294
H 2.2653 2.8007 2.9842
H -1.4871 3.5078 1.5675
H -0.6567 3.7988 -0.7755
H 1.9797 6.2126 -4.6312
H 3.2283 5.3339 -6.5880
H 4.2429 3.1136 -6.5397
H 4.0711 1.6680 -4.5499
H 3.1005 1.2513 -0.7373
H 3.6998 0.8574 -2.3622
H 2.1906 -1.6485 -2.1832
H 0.2591 -2.2970 -3.0167
H -1.2069 -1.4681 -2.4450
```

Output
lowest unoccupied orbital energy: 0.26 eV
orbital gap: 8.31 eV
SMILES: OCCN(CCCn1c(-c2ccncc2)nc2ccccc21)c1nc(CN2CCCCC2)cs1
ΔE to the lowest compared entry with this formula, charge and spin: 7.2 kJ/mol

Partial charges, Mulliken, in e:
1. O -0.616
2. H 0.557
3. C -0.644
4. H 0.231
5. H 0.381
6. C -0.639
7. N 0.404
8. C 0.119
9. N -0.210
10. C 0.188
11. C -0.054
12. S -0.203
13. H 0.573
14. C -1.909
15. N 0.174
16. C -0.437
17. C -0.922
18. C -0.704
19. C -0.951
20. C -0.301
21. H 0.323
22. H 0.230
23. H 0.360
24. H 0.375
25. H 0.340
26. H 0.317
27. H 0.346
28. H 0.375
29. H 0.388
30. H 0.251
31. H 0.500
32. H 0.533
33. C -2.167
34. H 0.594
35. C 0.989
36. H 0.286
37. H 0.310
38. C -1.429
39. N 0.417
40. C 1.159
41. C -0.840
42. C -0.711
43. C -0.427
44. C -0.721
45. C 0.261
46. N -0.791
47. C 0.156
48. C 0.480
49. C -0.287
50. C -0.424
51. N -0.532
52. C -0.714
53. C -0.074
54. H 0.564
55. H 0.352
56. H 0.383
57. H 0.474
58. H 0.448
59. H 0.379
60. H 0.396
61. H 0.337
62. H 0.069
63. H 0.344
64. H 0.471
65. H 0.490
66. H 0.380


3.
This record from OMol25 describes a molecular structure, C26H32NO4OsS2. The level of theory is ωB97M-V with the def2-TZVPD basis set.

```
66
C26H32NO4OsS2, DFT ωB97M-V with the def2-TZVPD basis set
O 1.2849 -4.6122 -0.1429
C 0.7134 -5.4129 0.9491
C 1.3980 -6.6939 0.5184
H -0.3781 -5.4323 0.9039
H 1.0584 -5.0588 1.9290
C 1.9030 -5.8191 -0.6512
H 0.7309 -7.5046 0.2323
H 2.1702 -6.9848 1.2331
C 1.3369 -6.1747 -2.0044
H 0.2505 -6.2303 -1.9881
H 1.7311 -7.1432 -2.3305
H 1.6358 -5.4043 -2.7215
C 3.4053 -5.7126 -0.7333
H 3.8429 -5.3837 0.2115
H 3.6709 -5.0217 -1.5389
H 3.8152 -6.6980 -0.9706
Os 0.1109 1.7215 -0.3508
C 1.6528 3.0834 0.4284
C 1.0870 3.2075 1.7440
C 1.2323 1.9793 2.4263
H 0.7225 4.1279 2.1940
C 1.9028 1.0682 1.5773
C 2.2044 1.7378 0.3434
H 2.8891 1.3992 -0.4244
H 1.8443 3.9100 -0.2472
H 0.9391 1.7789 3.4527
H 2.2679 0.0760 1.8397
C -0.2924 2.7713 -2.1316
C 0.9927 2.1851 -2.1944
C 0.8508 0.7733 -2.0551
H 1.9155 2.7367 -2.3301
C -0.5373 0.4869 -1.9312
C -1.2351 1.7215 -1.9582
H -2.3113 1.8365 -1.8808
H -0.5324 3.8287 -2.1844
H 1.6553 0.0518 -2.0754
H -0.9869 -0.4946 -1.8231
O -0.7974 -3.1770 0.0862
C 0.3632 -2.3223 0.2474
C 0.8458 -2.4800 1.6940
H 0.0029 -1.2740 0.0879
H 1.1306 -2.5183 -0.5058
C -0.4739 -2.7422 2.4549
H 1.3742 -1.5954 2.0462
H 1.4954 -3.3495 1.7618
C -1.5253 -2.9848 1.3322
H -0.7572 -1.8520 3.0465
H -0.4035 -3.6121 3.1406
H -2.1272 -2.0712 1.2143
H -2.1968 -3.8345 1.5399
O -5.6946 4.7745 0.2286
S -4.5970 4.4697 -0.6603
O -4.8490 4.2975 -2.0707
N -3.6928 3.1844 -0.0803
C -2.5019 3.5126 0.3442
S -1.5954 2.1678 1.0975
C -2.1508 4.9378 0.1473
C -0.9828 5.6762 0.3735
C -0.9470 7.0281 0.0158
C -2.0655 7.6541 -0.5592
C -3.2455 6.9331 -0.7871
C -3.2537 5.5949 -0.4179
H -0.1169 5.1985 0.8238
H -0.0332 7.6040 0.1734
H -2.0173 8.7040 -0.8421
H -4.1291 7.3763 -1.2476
```

Output
charge: +1
⟨S²⟩: 6.0450
lowest unoccupied orbital energy (spin up / spin down): -3.79 / -7.04 eV
2S+1: 5
orbital gap (spin up / spin down): 5.62 / 4.31 eV
ΔE to the lowest compared entry with this formula, charge and spin: 28.6 kJ/mol

Partial charges, Mulliken, in e:
1. O -0.158
2. C -0.429
3. C -0.795
4. H 0.123
5. H 0.244
6. C 1.343
7. H 0.332
8. H 0.314
9. C -1.700
10. H 0.368
11. H 0.424
12. H 0.372
13. C -1.717
14. H 0.366
15. H 0.376
16. H 0.421
17. Os 1.330
18. C -0.019
19. C -0.750
20. C -1.075
21. H 0.562
22. C -0.285
23. C -0.968
24. H 0.663
25. H 0.619
26. H 0.483
27. H 0.805
28. C -0.287
29. C -1.155
30. C -0.291
31. H 0.540
32. C -0.393
33. C -0.408
34. H 0.605
35. H 0.528
36. H 0.467
37. H 0.615
38. O -0.484
39. C 0.547
40. C 0.010
41. H -0.617
42. H 0.476
43. C -0.542
44. H -0.058
45. H 0.050
46. C -0.671
47. H 0.309
48. H 0.225
49. H 0.294
50. H 0.363
51. O -0.592
52. S 1.142
53. O -0.589
54. N -0.537
55. C 0.086
56. S -0.317
57. C 0.897
58. C 0.071
59. C -0.784
60. C -0.557
61. C -0.668
62. C -0.066
63. H 0.237
64. H 0.449
65. H 0.412
66. H 0.446


4.
This record from OMol25 describes 2 unconnected molecules or ions with the total composition C26H33BO2S. The level of theory is ωB97M-V with the def2-TZVPD basis set.

```
63
C26H33BO2S, DFT ωB97M-V with the def2-TZVPD basis set
C -3.9114 -2.6890 4.3516
C -2.7279 -1.9999 3.7815
C -1.9632 -1.0130 4.3637
C -0.9458 -0.4753 3.4969
C -0.9498 -1.0633 2.2450
B -0.1591 -0.4879 0.8834
C 1.1010 -1.5248 1.0963
C 2.1720 -1.1714 1.9059
C 3.1731 -2.1159 2.2017
C 3.1111 -3.3979 1.6400
C 2.0726 -3.7222 0.7590
C 1.0536 -2.7853 0.5108
O -1.0239 -0.7124 -0.2227
C -1.8628 0.4442 -0.2644
C -2.2538 0.6389 -1.7216
C -3.1181 0.2575 0.5733
C -0.9200 1.6044 0.3813
C -0.1086 2.2886 -0.6888
C -1.6483 2.6686 1.1913
O 0.0130 0.8931 1.1948
S -2.0910 -2.3635 2.1812
H -4.1093 -2.3188 5.3611
H -4.7993 -2.4912 3.7380
H -3.7410 -3.7688 4.3898
H -2.1517 -0.6825 5.3828
H -0.2481 0.2818 3.8348
H 2.2129 -0.1650 2.3279
H 3.9903 -1.8363 2.8672
H 3.8693 -4.1425 1.8902
H 2.0334 -4.6922 0.2653
H 0.2253 -3.0341 -0.1530
H -2.7512 1.6083 -1.8541
H -1.3880 0.5687 -2.3905
H -2.9558 -0.1551 -2.0065
H -3.7910 1.1159 0.4092
H -3.6511 -0.6560 0.2813
H -2.8860 0.1812 1.6435
H -0.7222 2.8220 -1.4282
H 0.6063 2.9892 -0.2432
H 0.4834 1.5198 -1.1919
H -2.2246 3.2989 0.4986
H -2.3232 2.2530 1.9453
H -0.9173 3.3035 1.7060
C 1.7193 -1.3060 -2.2007
C 2.1120 0.0842 -1.9125
C 3.1397 0.4092 -0.9041
C 1.8321 1.0713 -2.9264
C 2.2349 2.4387 -2.7648
C 1.6703 3.4465 -3.5300
C 0.8474 3.1349 -4.6138
C 0.5384 1.7958 -4.8771
C 1.0153 0.7803 -4.0631
H 0.6309 -1.3749 -2.3207
H 2.1848 -1.6642 -3.1305
H 2.0155 -1.9820 -1.4009
H 2.9048 1.3313 -0.3603
H 3.2595 -0.4153 -0.2001
H 4.1256 0.5777 -1.3814
H 2.9562 2.7017 -1.9781
H 1.8930 4.4975 -3.3026
H 0.4684 3.9380 -5.2468
H -0.0777 1.5255 -5.7412
H 0.7561 -0.2634 -4.2788
```

Output
lowest unoccupied orbital energy: -3.16 eV
orbital gap: 3.11 eV
ΔE to the lowest compared entry with this formula, charge and spin: 0.0 kJ/mol

Partial charges, Mulliken, in e:
1. C -1.238
2. C 0.675
3. C -0.713
4. C -0.876
5. C 0.299
6. B 1.913
7. C 1.254
8. C -1.274
9. C -0.638
10. C -0.631
11. C -0.578
12. C -1.321
13. O -0.674
14. C 1.890
15. C -1.695
16. C -2.165
17. C 1.722
18. C -1.826
19. C -1.996
20. O -0.785
21. S -0.306
22. H 0.344
23. H 0.254
24. H 0.275
25. H 0.330
26. H 0.475
27. H 0.396
28. H 0.404
29. H 0.391
30. H 0.440
31. H 0.457
32. H 0.314
33. H 0.114
34. H 0.495
35. H 0.399
36. H 0.440
37. H 0.305
38. H 0.331
39. H 0.639
40. H -0.185
41. H 0.375
42. H 0.358
43. H 0.429
44. C -1.591
45. C 1.701
46. C -1.503
47. C 0.956
48. C -0.231
49. C -0.775
50. C -0.326
51. C -0.757
52. C -0.388
53. H 0.264
54. H 0.530
55. H 0.319
56. H 0.269
57. H 0.392
58. H 0.417
59. H 0.360
60. H 0.388
61. H 0.413
62. H 0.376
63. H 0.368


Results for total energy: -61148.2856, -49305.6258, -61283.7292, -43102.6205 (in eV, following the order of the records).